# 1
Here is C36H48AlCl3N4P2Si as an isolated structure at a distorted geometry from the OMol25 dataset. Energies are from ωB97M-V/def2-TZVPD.

As for the calculated total energy: -4215.086892 hartree. The net charge is 0. For the orbital gap (alpha / beta), the calculation gives 0.265 / 0.265 Eh.

Positions of all 95 atoms, in Å:
Al  -0.107  0.206  -0.284
C  -1.977  -4.892  1.876
C  -2.351  -3.423  1.683
C  -3.714  -3.093  2.295
P  -1.191  -2.000  2.062
C  -1.159  -1.922  3.950
C  0.020  -1.078  4.437
C  -1.118  -3.277  4.652
C  0.537  -2.532  1.708
C  1.075  -3.813  1.809
C  2.415  -4.071  1.558
C  2.987  -5.455  1.723
C  3.234  -3.019  1.165
C  2.740  -1.732  1.073
C  1.404  -1.459  1.372
N  0.880  -0.146  1.349
C  1.440  0.854  2.106
C  2.524  0.671  2.984
C  3.012  1.706  3.755
C  2.445  2.977  3.711
C  2.993  4.115  4.534
C  1.326  3.151  2.911
C  0.813  2.130  2.114
P  -0.744  2.157  1.188
C  -1.970  1.895  2.569
C  -3.346  1.452  2.064
C  -2.079  3.016  3.596
C  -1.006  3.832  0.401
C  -0.431  5.075  1.074
C  -2.496  4.036  0.113
H  -2.836  -5.501  1.580
H  -1.728  -5.150  2.903
H  -1.150  -5.168  1.226
H  -2.471  -3.295  0.609
H  -3.749  -3.317  3.363
H  -4.490  -3.682  1.802
H  -3.963  -2.038  2.159
H  -2.090  -1.409  4.219
H  0.961  -1.590  4.230
H  -0.052  -0.923  5.516
H  0.063  -0.099  3.963
H  -0.263  -3.861  4.308
H  -2.028  -3.851  4.493
H  -1.008  -3.127  5.730
H  0.448  -4.641  2.110
H  2.201  -6.202  1.825
H  3.620  -5.501  2.612
H  3.605  -5.720  0.865
H  4.277  -3.205  0.934
H  3.379  -0.921  0.750
H  2.969  -0.308  3.078
H  3.852  1.519  4.414
H  4.027  3.922  4.815
H  2.415  4.251  5.452
H  2.960  5.051  3.976
H  0.843  4.118  2.930
H  -1.512  1.028  3.055
H  -3.934  2.290  1.693
H  -3.904  0.993  2.884
H  -3.242  0.710  1.270
H  -2.568  3.898  3.182
H  -1.099  3.300  3.981
H  -2.680  2.667  4.439
H  -0.491  3.707  -0.557
H  -0.833  5.223  2.076
H  -0.703  5.950  0.478
H  0.655  5.036  1.125
H  -3.024  4.319  1.024
H  -2.956  3.138  -0.292
H  -2.635  4.838  -0.615
N  6.465  1.014  -3.695
C  5.453  0.925  -3.155
C  4.194  0.801  -2.493
C  3.559  -0.440  -2.437
C  2.326  -0.548  -1.819
C  1.653  0.552  -1.264
C  2.348  1.771  -1.303
C  3.591  1.908  -1.896
H  4.037  -1.305  -2.879
H  1.866  -1.529  -1.765
H  1.893  2.645  -0.840
H  4.105  2.861  -1.908
N  -1.556  2.243  -3.728
C  -2.764  1.849  -3.207
C  -2.484  1.335  -1.982
N  -1.125  1.403  -1.757
C  -0.599  1.946  -2.835
H  -1.406  2.620  -4.646
H  -3.691  1.966  -3.738
H  -3.151  0.891  -1.264
H  0.452  2.122  -2.992
Cl  -3.003  -1.888  -2.167
Si  -0.941  -1.642  -1.807
Cl  -0.398  -1.067  -3.765
Cl  -0.235  -3.596  -1.745



# 2
Here is C2F3HgNO3S2 as an isolated structure at a distorted geometry from the OMol25 dataset. Energies are from ωB97M-V/def2-TZVPD.

As for the calculated total energy: -1606.103802 hartree. The multiplicity is 2. The net charge is -1. For the orbital gap (alpha / beta), the calculation gives 0.226 / 0.230 Eh. Its expectation value of S² is 0.756.

Positions of all 12 atoms, in Å:
N  0.663  1.227  1.298
S  0.363  2.632  0.263
S  0.831  -0.146  0.559
C  2.401  -0.024  -0.566
F  2.186  0.415  -1.805
F  3.323  0.755  -0.004
F  2.921  -1.258  -0.663
O  -2.649  -2.293  1.002
C  -2.922  -1.441  0.267
O  -3.267  -0.565  -0.416
O  -0.194  -0.321  -0.629
Hg  -0.895  1.332  -1.409



# 3
Here is a 2-piece molecular cluster, C6H12N2O4P overall from the OMol25 dataset. Energies are from ωB97M-V/def2-TZVPD.

As for the calculated total energy: -987.417413 hartree. The net charge is +1. For the orbital gap, the calculation gives 0.315 Eh.

Positions of all 25 atoms, in Å:
O  0.933  -1.022  -0.507
P  1.817  -0.711  -1.639
C  3.049  0.553  -1.198
C  2.804  1.782  -0.681
N  4.017  2.367  -0.427
C  4.997  1.534  -0.763
N  4.431  0.437  -1.232
H  1.197  -0.161  -2.768
H  2.646  -1.733  -2.130
H  1.860  2.266  -0.463
H  4.158  3.283  -0.024
H  6.059  1.713  -0.663
H  4.946  -0.376  -1.548
C  -5.130  0.330  2.455
O  -4.709  -0.122  1.163
C  -3.567  -0.806  1.164
O  -2.888  -1.046  2.128
O  -3.305  -1.185  -0.087
C  -2.111  -1.963  -0.227
H  -6.062  0.862  2.290
H  -5.293  -0.514  3.121
H  -4.387  0.998  2.888
H  -2.192  -2.892  0.336
H  -1.239  -1.406  0.101
H  -2.030  -2.186  -1.288



# 4
Here is a 2-piece molecular cluster, C18H28NO8PS overall at a distorted geometry from the OMol25 dataset. Energies are from ωB97M-V/def2-TZVPD.

As for the calculated total energy: -2098.731310 hartree. The net charge is 0. For the orbital gap, the calculation gives 0.277 Eh. Its SMILES is CCOCCOC1=C(P(=N)(O)O)C(=O)C(CC(C)C)=C(S)C1=O.O=C1CCCO1.

Positions of all 57 atoms, in Å:
C  -2.645  2.250  3.164
C  -2.675  1.791  1.608
O  -1.324  1.409  1.283
C  -1.077  1.416  -0.137
C  0.533  1.569  -0.303
O  1.071  0.221  -0.325
C  1.223  -0.279  -1.631
C  2.379  -1.080  -1.872
P  3.671  -1.463  -0.537
N  3.009  -2.593  0.394
O  4.051  -0.040  0.303
O  5.133  -2.028  -1.239
C  2.530  -1.697  -3.349
O  3.614  -1.794  -3.947
C  1.139  -2.174  -4.008
C  1.074  -3.502  -4.880
C  1.142  -4.846  -4.006
C  1.862  -6.043  -4.840
C  -0.330  -5.412  -3.635
C  -0.028  -1.394  -3.750
S  -1.713  -1.793  -4.360
C  0.221  -0.088  -2.841
O  -0.348  0.965  -3.173
H  -2.268  3.319  3.289
H  -1.935  1.587  3.774
H  -3.711  2.231  3.561
H  -3.070  2.684  1.026
H  -3.420  0.914  1.580
H  -1.318  0.377  -0.577
H  -1.657  2.201  -0.720
H  0.779  2.178  -1.245
H  0.872  2.196  0.580
H  3.583  -3.449  0.364
H  3.810  0.734  -0.260
H  5.711  -2.185  -0.459
H  2.013  -3.498  -5.542
H  0.115  -3.551  -5.500
H  1.743  -4.677  -3.048
H  1.071  -6.657  -5.393
H  2.491  -6.716  -4.169
H  2.553  -5.599  -5.627
H  -1.109  -5.024  -4.374
H  -0.371  -6.558  -3.717
H  -0.627  -5.114  -2.578
H  -2.299  -2.759  -3.526
O  -4.138  4.826  4.631
C  -3.175  4.943  5.340
C  -2.921  6.076  6.298
C  -1.446  5.913  6.600
C  -1.242  4.425  6.433
O  -2.169  4.028  5.415
H  -3.537  5.934  7.189
H  -3.133  7.038  5.833
H  -1.156  6.279  7.586
H  -0.857  6.455  5.853
H  -1.468  3.869  7.347
H  -0.225  4.185  6.116



# 5
Here is a single C37H25Br2Cl2F9NO4PS2 molecule at a distorted geometry from the OMol25 dataset. Energies are from ωB97M-V/def2-TZVPD.

As for the calculated total energy: -9885.658014 hartree. The net charge is 0. For the orbital gap, the calculation gives 0.263 Eh. Its SMILES is C[C@@H](Cl)[C@@H](Cl)c1c(Br)c(CCCSC(=S)N(c2ccccc2)c2ccccc2)cc2c1C(=O)c1c(c(P(O)O)cc(Br)c1C(F)(F)C(F)(F)C(F)(F)C(F)(F)F)C2=O.

Positions of all 83 atoms, in Å:
C  -0.834  -2.668  1.388
C  0.490  -2.083  1.818
Cl  1.353  -3.296  2.854
C  1.482  -1.699  0.709
Cl  1.779  -2.996  -0.471
C  1.185  -0.340  0.095
C  0.268  -0.065  -0.935
Br  -0.722  -1.437  -1.791
C  0.043  1.223  -1.421
C  -0.868  1.578  -2.578
C  -2.398  1.395  -2.442
C  -2.973  1.355  -1.029
S  -4.731  1.859  -1.119
C  -5.720  0.434  -1.190
S  -7.233  0.625  -1.740
N  -5.155  -0.811  -0.727
C  -4.932  -1.766  -1.782
C  -4.473  -3.034  -1.408
C  -4.215  -4.020  -2.347
C  -4.403  -3.760  -3.702
C  -4.826  -2.493  -4.079
C  -5.091  -1.500  -3.140
C  -5.982  -1.284  0.371
C  -6.962  -2.259  0.234
C  -7.709  -2.628  1.344
C  -7.500  -2.039  2.587
C  -6.535  -1.047  2.715
C  -5.777  -0.684  1.609
C  0.719  2.299  -0.843
C  1.616  2.063  0.177
C  1.868  0.769  0.626
C  2.861  0.697  1.763
O  2.584  0.113  2.774
C  4.088  1.576  1.587
C  3.762  2.867  1.150
C  4.715  3.867  0.979
P  4.265  5.568  0.363
O  5.760  6.140  0.068
O  3.911  6.332  1.763
C  6.030  3.542  1.283
C  6.379  2.260  1.685
Br  8.232  2.049  2.045
C  5.432  1.232  1.824
C  5.849  -0.179  2.204
F  4.820  -0.973  2.490
F  6.590  -0.105  3.347
C  6.757  -0.966  1.152
F  6.321  -2.245  1.147
F  8.034  -1.005  1.537
C  6.729  -0.518  -0.345
F  7.354  -1.510  -1.013
F  7.445  0.591  -0.560
C  5.312  -0.351  -0.991
F  4.377  -0.934  -0.252
F  5.025  0.940  -1.151
F  5.299  -0.909  -2.199
C  2.341  3.173  0.839
O  1.837  4.228  1.127
H  -1.265  -3.205  2.228
H  -1.521  -1.844  1.188
H  -0.758  -3.304  0.515
H  0.363  -1.217  2.457
H  2.414  -1.590  1.239
H  -0.538  1.026  -3.458
H  -0.681  2.628  -2.784
H  -2.864  2.206  -2.997
H  -2.694  0.478  -2.947
H  -2.941  0.337  -0.644
H  -2.511  2.057  -0.340
H  -4.336  -3.250  -0.359
H  -3.872  -4.982  -1.994
H  -4.203  -4.539  -4.422
H  -4.967  -2.293  -5.132
H  -5.432  -0.536  -3.478
H  -7.150  -2.717  -0.725
H  -8.481  -3.379  1.252
H  -8.074  -2.337  3.452
H  -6.333  -0.561  3.657
H  -5.024  0.088  1.701
H  0.534  3.292  -1.220
H  6.229  6.435  0.864
H  3.439  5.737  2.359
H  6.793  4.298  1.185



# 6
Here is a 6-piece molecular cluster, C27H45NO19 overall at a distorted geometry from the OMol25 dataset. Energies are from ωB97M-V/def2-TZVPD.

As for the calculated total energy: -2540.122103 hartree. The net charge is 0. For the orbital gap, the calculation gives 0.368 Eh. Its SMILES is CCCOOC(=O)NC[C@@H](C)O.C[C@@H]1COC(=O)O1.C[C@@H]1COC(=O)O1.C[C@@H]1COC(=O)O1.C[C@@H]1COC(=O)O1.C[C@@H]1COC(=O)O1.

Positions of all 92 atoms, in Å:
C  -7.791  1.473  0.936
C  -8.748  0.289  1.227
C  -8.754  -0.758  0.104
O  -7.683  -1.639  0.349
O  -7.526  -2.477  -0.770
C  -6.364  -2.138  -1.461
O  -6.312  -2.442  -2.599
N  -5.438  -1.451  -0.738
C  -4.150  -1.244  -1.428
C  -4.026  0.237  -1.865
C  -4.844  0.575  -3.125
O  -4.447  1.012  -0.743
H  -7.072  1.223  0.154
H  -7.189  1.641  1.833
H  -8.315  2.402  0.717
H  -9.741  0.691  1.432
H  -8.422  -0.190  2.155
H  -8.676  -0.271  -0.873
H  -9.726  -1.268  0.127
H  -5.293  -1.841  0.182
H  -3.376  -1.397  -0.672
H  -3.949  -1.966  -2.218
H  -2.967  0.447  -2.018
H  -4.221  0.948  -3.939
H  -5.603  1.331  -2.902
H  -5.359  -0.309  -3.506
H  -4.790  1.857  -1.052
C  2.333  2.257  -0.709
C  0.902  1.849  -0.959
C  0.194  1.287  0.246
O  -0.790  0.433  -0.354
C  -0.291  0.034  -1.551
O  -0.768  -0.824  -2.225
O  0.818  0.738  -1.874
H  2.377  3.132  -0.080
H  2.891  1.451  -0.230
H  2.836  2.472  -1.652
H  0.344  2.682  -1.396
H  -0.282  2.052  0.857
H  0.842  0.675  0.877
C  7.870  1.928  -1.365
C  6.685  2.804  -1.684
C  6.990  4.277  -1.770
O  5.729  4.865  -1.422
C  5.087  3.977  -0.620
O  4.098  4.218  -0.002
O  5.720  2.781  -0.616
H  8.564  1.888  -2.206
H  8.406  2.297  -0.487
H  7.540  0.918  -1.133
H  6.189  2.445  -2.590
H  7.300  4.590  -2.765
H  7.735  4.606  -1.041
C  -11.409  -4.111  2.706
C  -11.228  -2.613  2.746
C  -10.724  -2.090  4.065
O  -11.246  -0.756  4.071
C  -12.375  -0.763  3.309
O  -13.155  0.130  3.252
O  -12.487  -1.935  2.625
H  -10.444  -4.619  2.722
H  -12.002  -4.456  3.555
H  -11.946  -4.405  1.804
H  -10.592  -2.289  1.918
H  -9.638  -2.083  4.133
H  -11.135  -2.626  4.924
C  9.518  2.167  4.285
C  9.915  0.961  3.469
C  11.015  1.213  2.469
O  10.741  0.225  1.469
C  9.406  -0.027  1.511
O  8.811  -0.653  0.695
O  8.844  0.541  2.608
H  10.307  2.435  4.988
H  9.315  3.025  3.642
H  8.604  1.965  4.843
H  10.161  0.124  4.129
H  12.010  1.074  2.887
H  10.954  2.200  2.005
C  6.836  -4.471  -3.059
C  7.109  -2.987  -3.041
C  7.678  -2.469  -1.745
O  7.235  -1.107  -1.747
C  6.090  -1.064  -2.476
O  5.361  -0.125  -2.525
O  5.890  -2.234  -3.135
H  7.768  -5.037  -3.062
H  6.247  -4.771  -2.191
H  6.258  -4.742  -3.943
H  7.739  -2.710  -3.892
H  8.764  -2.521  -1.707
H  7.266  -2.963  -0.862